Entry from OMol25: a single C6H11N molecule (ωB97M-V with the def2-TZVPD basis set).

Structure (XYZ):
```
18
Properties=species:S:1:pos:R:3
C 1.87028 1.10051 -0.44212
C 0.57979 0.91784 -0.68381
C -0.47422 0.19709 0.04886
C -0.67097 0.41089 1.33666
N -0.05371 1.53627 2.04262
C -1.07858 -0.97710 -0.75398
C -0.08404 -2.14485 -0.90977
H 2.52791 1.69572 -1.08119
H 2.22067 0.82418 0.54751
H 0.16320 1.49025 -1.55671
H -1.24531 -0.21783 2.01501
H -0.66062 1.58312 2.84801
H -0.23352 2.39954 1.55724
H -1.30137 -0.56846 -1.77315
H -2.02731 -1.22727 -0.31078
H 0.88213 -1.75900 -1.25632
H 0.08934 -2.55795 0.14416
H -0.50365 -2.70295 -1.77223
```

- HOMO-LUMO gap: 9.28 eV
- Structure (SMILES): C=C/C(=C\N)CC
- Energy relative to the best compared isomer or geometry (same formula, charge and spin): 182.5 kJ/mol
- Charge: 0
- HOMO: -8.2 eV

=====

Entry from OMol25: a molecular structure, C2H8N3O (ωB97M-V with the def2-TZVPD basis set).

Structure (XYZ):
```
14
Properties=species:S:1:pos:R:3
C 0.27027 -0.32406 -0.09338
C 1.68628 0.19832 -0.00104
N -0.58922 0.36203 0.61594
N -0.07597 -1.32607 -0.87554
N -2.40395 0.46507 0.44226
O -2.88904 -0.52305 -0.26041
H -0.91654 -1.81812 -0.76785
H 1.72154 1.28635 -0.33291
H 2.39451 -0.37364 -0.56708
H 1.85308 0.17617 1.18370
H -0.11175 1.19780 0.99467
H 0.61106 -1.81802 -1.44188
H -2.48255 0.38806 1.52433
H -2.61326 1.40466 -0.01474
```

- HOMO-LUMO gap (spin up / spin down): 10.07 / 10.07 eV
- Energy relative to the best compared isomer or geometry (same formula, charge and spin): 512.4 kJ/mol
- Charge: +1
- HOMO (spin up / spin down): -15.1 / -15.1 eV

=====

Entry from OMol25: 2 unconnected molecules or ions with the total composition C11H15N (ωB97M-V with the def2-TZVPD basis set).

Structure (XYZ):
```
27
Properties=species:S:1:pos:R:3
C -2.11089 1.15628 -2.05778
N -2.72689 0.10195 -1.25040
C -1.72330 -0.08013 -0.18606
C -0.37344 0.12125 -0.83012
C -0.20486 -0.62143 -2.12085
C -0.65915 0.83979 -2.10565
H -2.26815 2.12852 -1.55631
H -2.54789 1.22032 -3.04551
H -2.81869 -0.76268 -1.78148
H -1.81899 0.68690 0.60593
H -1.85942 -1.06494 0.30030
H 0.43398 0.44111 -0.22088
H -0.92885 -1.41817 -2.35342
H 0.81753 -0.80017 -2.49892
H 0.01244 1.59973 -2.49009
C -0.27244 1.68312 4.10407
C 0.25014 0.94005 3.30747
C 0.70991 0.04007 2.32351
C 1.86431 -0.14576 1.61311
C 2.18291 -1.35026 0.87842
C 3.25907 -1.51129 0.09316
H -0.66141 2.17530 4.98016
H 0.04893 -0.82485 2.24762
H 2.53505 0.71714 1.50083
H 1.43448 -2.14397 0.98731
H 3.47860 -2.45098 -0.40521
H 3.94704 -0.67690 -0.03920
```

- HOMO-LUMO gap: 8.58 eV
- Structure (SMILES): C1NC[C@H]2C[C@@H]12.C#C/C=C/C=C
- Energy relative to the best compared isomer or geometry (same formula, charge and spin): 478.2 kJ/mol
- Charge: 0
- HOMO: -8.6 eV

=====

Entry from OMol25: 2 unconnected molecules or ions with the total composition C2H7ClSi (ωB97M-V with the def2-TZVPD basis set).

Structure (XYZ):
```
11
Properties=species:S:1:pos:R:3
C 0.98193 1.33125 -0.14475
Si 1.00780 2.13476 1.39203
Cl 2.72609 2.76842 2.14964
H 0.16603 0.97108 -0.80771
H 1.95899 1.31222 -0.78564
H -0.01147 2.50920 2.39166
C -1.68532 -1.55536 -1.47152
H -2.62178 -1.29380 -1.97105
H -1.65913 -2.68378 -1.55999
H -0.91601 -1.04674 -2.02293
H -1.44159 -1.16790 -0.40297
```

- HOMO-LUMO gap: 9.13 eV
- Structure (SMILES): C=[SiH]Cl.C
- Energy relative to the best compared isomer or geometry (same formula, charge and spin): 203.3 kJ/mol
- Charge: 0
- HOMO: -8.6 eV

=====

Entry from OMol25: a molecular structure, C37H36Cl2HgN10O2PS2 (ωB97M-V with the def2-TZVPD basis set).

Structure (XYZ):
```
91
Properties=species:S:1:pos:R:3
Hg -0.60501 1.39522 0.26420
Cl -1.01960 4.88240 -5.76718
C -0.99967 4.63415 -4.03470
C -0.72401 3.34238 -3.60280
C -0.76023 3.01971 -2.27888
N -0.50069 1.66320 -1.94199
C -1.27728 0.78819 -2.58626
O -2.31733 1.12548 -3.17832
C -0.89625 -0.67701 -2.72102
C -1.49991 -1.44874 -3.73211
C -1.36730 -2.83346 -3.71224
C -0.57034 -3.42820 -2.78306
C -0.01322 -2.61346 -1.81234
N -0.14898 -1.27891 -1.81098
C -0.96512 4.04336 -1.31055
C -1.20832 5.35723 -1.77208
C -1.30718 5.59297 -3.10802
Cl -1.72321 7.19792 -3.62920
N -0.84729 3.76008 0.02522
C -1.38015 4.48615 1.02325
O -2.14738 5.45935 0.92218
C -0.97489 4.05112 2.41746
C -1.93034 3.78153 3.38897
C -1.46026 3.31641 4.61014
C -0.09060 3.16849 4.83809
C 0.75586 3.47542 3.80577
N 0.33697 3.86664 2.60004
H -0.51619 2.59797 -4.35355
H -2.13468 -0.93123 -4.44422
H -1.91515 -3.44087 -4.45486
H -0.37606 -4.48331 -2.63735
H 0.55172 -3.02120 -0.98314
H -1.31850 6.18522 -1.09643
H -2.99227 3.90955 3.14484
H -2.19439 3.09958 5.37687
H 0.31672 2.79680 5.76187
H 1.81588 3.30236 3.91281
S -1.01066 -0.42630 4.44942
C -2.51777 -0.32302 3.63783
C -2.39942 0.25563 2.40089
C -1.06620 0.59254 2.09814
C -0.10786 0.23381 3.02588
C 1.29445 0.38972 3.17244
C 1.96344 -0.08323 4.34775
C 3.29073 0.16174 4.51280
C 4.00013 0.91256 3.51749
C 3.26722 1.28354 2.36235
N 1.99920 0.98307 2.13863
H -3.45805 -0.67771 4.04369
H -3.23454 0.44439 1.73624
H 1.41928 -0.59767 5.16711
H 3.80518 -0.21187 5.38405
H 5.05326 1.09607 3.52589
H 3.77031 1.79350 1.58436
C 5.97577 -2.47559 -0.98371
N 5.81068 -1.68249 0.20180
C 4.97548 -2.46457 1.12464
N 3.68083 -2.85960 0.59707
C 3.89704 -3.56277 -0.64418
N 4.73584 -2.86042 -1.61647
C 3.96778 -1.70607 -2.12070
P 3.49740 -0.45183 -0.81312
C 5.18773 -0.39987 -0.06835
C 2.79776 -1.67456 0.44503
H 6.55008 -3.38090 -0.74772
H 6.57605 -1.92906 -1.68511
H 4.84553 -1.87735 2.01906
H 5.53372 -3.37481 1.34808
H 2.95638 -3.75612 -1.13110
H 4.40528 -4.49125 -0.42726
H 3.06868 -2.01484 -2.64282
H 4.59502 -1.21115 -2.84114
H 5.12635 0.17496 0.85712
H 5.88200 0.21109 -0.68324
H 1.80391 -1.94705 0.09847
H 2.70440 -1.15649 1.38853
C -5.65386 -4.06650 -0.36820
N -5.28337 -3.07033 -1.34215
C -6.31398 -2.33561 -2.08403
C -5.48884 -1.32633 -2.84075
N -4.38673 -1.15391 -1.93397
C -4.21133 -2.17732 -1.10491
S -2.99374 -2.46300 -0.01551
H -6.06680 -4.91211 -0.93168
H -6.40465 -3.67398 0.31467
H -4.76063 -4.38114 0.12225
H -7.02827 -1.83601 -1.38428
H -6.84681 -3.06872 -2.70250
H -6.00527 -0.38293 -2.99220
H -5.15312 -1.75725 -3.79830
H -3.64042 -0.47338 -2.05874
```

- HOMO-LUMO gap (spin up / spin down): 2.95 / 5.82 eV
- 2S+1: 2
- Energy relative to the best compared isomer or geometry (same formula, charge and spin): 44.8 kJ/mol
- Charge: -2
- Expectation value of S²: 0.7823
- HOMO (spin up / spin down): 0.9 / -2.0 eV

=====

Entry from OMol25: a single C5H13NOSi molecule (ωB97M-V with the def2-TZVPD basis set).

Structure (XYZ):
```
21
Properties=species:S:1:pos:R:3
C -0.20537 -2.91808 -0.16728
C 0.15358 -1.84714 0.52066
Si 0.48269 -0.18977 -0.27958
O 1.34332 0.59323 0.78815
C 2.67015 0.48772 1.15772
N -0.93196 0.82145 -0.45326
C -0.96751 2.21436 -0.07345
C -2.16410 0.29111 -0.93799
H -0.36047 -3.91050 0.23686
H -0.22036 -2.89933 -1.18501
H -0.01082 -1.64551 1.59591
H 1.51153 -0.30241 -1.55288
H 3.17317 0.58359 0.25951
H 2.87865 -0.54623 1.57064
H 3.02516 1.24861 1.87462
H 0.10690 2.63902 -0.09124
H -1.53871 2.69759 -0.87183
H -1.37361 2.23428 0.92451
H -3.07199 0.99694 -0.58146
H -2.14960 0.28657 -2.00796
H -2.35067 -0.83552 -0.72664
```

- HOMO-LUMO gap: 9.27 eV
- Structure (SMILES): C=C[Si@H](OC)N(C)C
- Energy relative to the best compared isomer or geometry (same formula, charge and spin): 239.0 kJ/mol
- Charge: 0
- HOMO: -8.3 eV

=====

| no. | energy (eV) |
| --- | --- |
| 1 | -7888.6398 |
| 2 | -8711.1646 |
| 3 | -13135.8349 |
| 4 | -22586.3891 |
| 5 | -118128.4429 |
| 6 | -16810.0425 |